Below is a 5-piece molecular cluster, C37H46F33N3O8PS overall at a distorted geometry, with properties calculated with wB97M-V/def2-TZVPD.

* LUMO: -3.16 eV
* net charge: +1
* Kohn-Sham gap: 8.52 eV

Each line ends with the Mulliken charge.
Cartesian coordinates (Å):
C: 3.155042 -3.777675 3.741189  -1.04
C: 3.003786 -2.661774 2.854973  0.00
C: 1.781437 -2.724505 1.852632  -0.45
N: 1.652102 -1.571311 0.840147  0.87
P: 2.684177 -2.138943 -0.519975  0.13
C: 2.491168 -1.274856 -2.153528  -0.94
C: 4.529974 -2.111197 -0.117722  -0.35
C: 2.147514 -0.270819 1.478668  -1.29
C: 1.861619 1.049596 0.632718  2.01
N: 1.854444 2.312984 1.464376  -0.58
C: 2.664214 2.228701 2.512616  0.67
C: 4.256293 2.136350 2.498615  -0.74
C: 1.946649 2.278158 3.970624  -1.16
O: 3.047498 1.209501 -0.264973  -0.38
C: 3.123760 2.515357 -0.765974  0.72
N: 3.360917 3.629187 -1.139240  -0.59
C: 0.505010 1.099104 -0.200710  -1.56
C: -0.206059 -0.298943 -0.509574  -0.76
C: 0.174742 -1.491708 0.540809  0.90
F: -0.600349 -1.067843 1.704485  -0.37
C: -0.462613 -2.794563 -0.124740  -0.92
C: -2.088412 -2.845592 -0.003894  -0.74
C: -2.523028 -3.477809 1.411515  -0.19
S: -3.604510 -2.353059 2.440622  1.24
O: -2.816546 -1.674809 3.554103  -0.64
O: -4.652902 -3.194720 3.135021  -0.65
O: -4.425083 -1.217479 1.531421  -0.39
H: 2.317660 -4.545096 3.873845  0.26
H: 4.144205 -3.952560 4.283515  0.29
H: 3.815449 -1.874202 2.944734  0.11
H: 0.840376 -2.912163 2.461222  0.42
H: 1.923864 -3.684524 1.222281  0.65
H: 3.509280 -1.207187 -2.677324  0.45
H: 2.031909 -0.231983 -2.164928  0.21
H: 1.818065 -1.924867 -2.833714  0.36
H: 5.012856 -1.356774 -0.852196  0.29
H: 5.024716 -3.122023 -0.376032  0.48
H: 4.805669 -1.743878 0.923518  -0.33
H: 1.652929 -0.278772 2.523959  0.36
H: 3.297978 -0.270678 1.594666  0.01
H: 4.732738 2.258176 1.464893  0.22
H: 4.658809 2.908871 3.246934  0.46
H: 4.550159 1.106874 2.917444  0.04
H: 1.860752 3.360275 4.333681  0.35
H: 2.443992 1.590515 4.730763  0.32
H: 0.861917 1.923446 3.789538  0.34
H: -0.241014 1.722261 0.423769  0.17
H: 0.577525 1.665187 -1.205916  0.09
H: -0.132719 -0.654677 -1.601749  0.41
H: -1.338138 -0.127953 -0.346410  0.18
H: -0.098572 -3.802567 0.243930  0.35
H: -0.258544 -2.772086 -1.262296  0.41
H: -2.584288 -1.852051 -0.253032  0.33
H: -2.448304 -3.590639 -0.810147  0.45
H: -1.569396 -3.646115 2.039715  0.18
H: -2.996394 -4.521687 1.284411  0.07
H: -3.808849 -0.434484 1.433207  0.40
C: -2.923480 5.190004 -1.707827  -0.55
C: -3.290836 5.994563 -0.444437  0.97
C: -2.467832 5.689678 0.808544  0.02
F: -2.598316 4.412287 1.217165  -0.19
F: -2.883582 6.463628 1.843303  -0.30
F: -4.617268 5.853968 -0.202609  -0.29
F: -3.105167 7.313099 -0.748940  -0.34
O: -3.732776 4.039706 -1.999887  -0.50
C: -3.392576 2.829171 -1.361014  0.75
C: -4.496616 2.328476 -0.423856  0.09
F: -4.777576 3.226189 0.540562  -0.21
F: -4.110552 1.185697 0.205660  -0.25
F: -2.198756 2.958986 -0.747775  -0.17
F: -3.203825 1.925347 -2.353436  -0.33
H: -3.100813 5.855373 -2.549725  0.36
H: -1.855857 4.960840 -1.761884  0.36
H: -1.407039 5.897245 0.644226  0.29
H: -5.417368 2.128342 -0.976258  0.27
C: -3.577276 -7.619124 2.187345  -0.64
C: -4.526893 -8.831655 2.094089  0.78
C: -3.958403 -10.168351 2.574160  0.11
F: -2.892226 -10.566265 1.855138  -0.22
F: -4.889834 -11.146565 2.446053  -0.27
F: -4.994784 -8.927660 0.826595  -0.27
F: -5.611118 -8.542929 2.870908  -0.33
O: -2.882088 -7.241240 0.986782  -0.36
C: -1.678442 -7.930414 0.716297  0.70
C: -1.746449 -8.753061 -0.574812  0.23
F: -2.733535 -9.670294 -0.528556  -0.21
F: -0.590735 -9.431471 -0.772480  -0.26
F: -1.326974 -8.661616 1.788142  -0.27
F: -0.724094 -6.971704 0.591534  -0.28
H: -4.212730 -6.754710 2.404855  0.41
H: -2.901501 -7.684733 3.043975  0.36
H: -3.670839 -10.119648 3.627896  0.29
H: -1.924527 -8.108311 -1.438872  0.23
C: 8.451381 0.948722 1.981279  -0.86
C: 7.529676 -0.284475 1.877592  0.98
C: 8.126367 -1.607411 2.360353  0.05
F: 9.203862 -1.978547 1.651155  -0.22
F: 7.215113 -2.609785 2.223032  -0.25
F: 7.072250 -0.389093 0.605628  -0.23
F: 6.427706 -0.022922 2.649901  -0.33
O: 9.144313 1.344564 0.791867  -0.41
C: 10.369171 0.694915 0.509076  0.75
C: 10.319606 -0.114473 -0.790859  0.20
F: 9.357312 -1.064146 -0.750476  -0.21
F: 11.492391 -0.755862 -1.001639  -0.26
F: 10.747209 -0.038109 1.573168  -0.27
F: 11.289194 1.677326 0.389482  -0.30
H: 7.794740 1.797771 2.195635  0.41
H: 9.121818 0.896514 2.843264  0.37
H: 8.404526 -1.553475 3.416267  0.29
H: 10.118344 0.534452 -1.646308  0.25
C: -6.500506 6.137261 -4.551305  -0.81
C: -5.050331 6.634021 -4.727469  0.98
C: -4.780510 8.075792 -4.292617  0.14
F: -5.492013 8.971005 -4.997728  -0.24
F: -3.472403 8.387701 -4.490444  -0.28
F: -4.666318 6.429844 -6.009120  -0.28
F: -4.256192 5.817142 -3.964605  -0.38
O: -7.345035 6.169135 -5.708792  -0.42
C: -8.004028 7.386988 -5.996875  0.75
C: -7.562321 7.994040 -7.332460  0.20
F: -6.233931 8.238850 -7.353385  -0.21
F: -8.181387 9.178901 -7.549182  -0.25
F: -7.861725 8.233513 -4.959792  -0.28
F: -9.322214 7.088967 -6.054676  -0.29
H: -6.425966 5.072009 -4.311811  0.40
H: -6.989881 6.580462 -3.679840  0.39
H: -4.998131 8.215306 -3.229923  0.28
H: -7.795221 7.322088 -8.161718  0.24

Atomic forces in eV per Å
C -0.3 2.4 -2.1
C 0.5 -3.3 2.5
C 1.0 -1.9 1.2
N -0.1 1.2 2.2
P 1.0 -3.3 -2.9
C -0.6 1.2 -1.3
C 1.1 1.6 -0.4
C 0.2 1.2 1.1
C -0.4 2.9 -0.6
N 0.4 -3.8 2.6
C -0.4 0.9 0.5
C -0.5 -0.8 0.3
C -0.5 0.5 -1.2
O 0.1 2.3 -1.8
C 1.1 1.1 0.0
N -1.2 -4.8 1.4
C -1.2 0.1 -0.1
C -0.4 -0.1 0.4
C -3.4 1.7 -2.7
F 2.3 -1.3 -1.3
C -1.0 -0.5 -0.6
C 0.4 -0.9 -0.2
C 1.0 0.0 -0.8
S -2.2 -0.7 7.1
O -1.0 -1.0 -4.5
O 2.4 1.7 -3.5
O 2.5 -0.9 0.5
H 1.4 1.0 -0.4
H -1.8 0.5 -0.6
H -1.3 -1.1 -0.7
H 0.9 0.9 -0.9
H -0.2 1.8 0.9
H -1.3 -0.1 1.0
H 0.8 -1.3 0.1
H 1.1 0.9 1.3
H -0.8 -1.0 1.3
H -1.3 1.4 0.8
H -0.3 -0.8 -1.4
H 0.8 0.6 -1.8
H -2.0 -0.4 -0.2
H -0.9 -0.1 1.5
H -0.6 -1.1 -1.2
H -0.4 1.6 -0.5
H 0.4 -1.5 -0.3
H -0.4 1.1 -1.0
H 1.8 0.6 0.3
H 1.5 -1.1 -0.9
H 0.4 -0.8 1.7
H 0.3 0.6 1.8
H 1.9 -0.4 -0.2
H -0.2 1.4 -0.3
H 0.0 0.1 2.0
H 0.7 -1.3 0.5
H 0.7 1.3 1.2
H -1.7 0.5 -0.6
H 0.2 2.0 0.3
H -0.9 -0.9 0.2
C 0.3 0.2 -0.5
C -0.7 -0.3 -0.5
C 0.3 0.6 0.8
F -0.1 -0.1 -0.1
F -0.1 0.1 -0.3
F 0.2 -0.1 0.2
F 0.4 -0.2 0.2
O 0.3 -0.9 1.5
C 0.6 1.6 -1.4
C -0.8 0.3 0.4
F 0.2 -0.1 -0.3
F 0.4 -0.2 -0.2
F -0.1 -0.6 0.2
F -0.3 -0.3 0.4
H 0.0 -0.1 0.5
H -0.1 -0.1 0.3
H 0.0 0.0 -0.2
H 0.2 0.0 -0.2
C -0.2 0.9 0.3
C -0.2 0.5 -0.7
C -0.3 -0.9 0.4
F 0.0 0.1 0.0
F -0.1 0.4 0.0
F 0.2 -0.2 0.1
F 0.4 -0.2 0.2
O 0.7 -1.3 -0.1
C -0.9 0.9 1.4
C -0.1 -0.5 -0.8
F 0.1 0.4 0.1
F 0.1 0.4 0.3
F 0.4 0.0 -0.5
F 0.1 -0.1 -0.4
H -0.1 -0.2 -0.2
H 0.0 -0.3 -0.2
H 0.0 0.2 0.0
H 0.0 0.2 0.1
C 0.1 0.9 0.1
C 0.4 0.6 -0.8
C 0.1 -0.8 0.3
F -0.2 0.1 0.0
F -0.3 0.3 0.0
F 0.0 -0.2 0.2
F 0.2 -0.3 0.3
O 0.3 -1.4 0.0
C -0.4 1.2 1.3
C 0.1 -0.4 -0.8
F -0.1 0.2 0.2
F 0.0 0.3 0.3
F 0.2 -0.1 -0.4
F -0.2 -0.4 -0.4
H 0.0 -0.2 -0.2
H 0.0 -0.3 -0.2
H -0.1 0.2 0.0
H 0.0 0.2 0.2
C -0.5 -0.7 0.2
C -0.5 -0.3 -1.0
C 0.6 0.6 0.3
F 0.0 -0.2 0.0
F 0.0 -0.4 0.0
F 0.0 0.2 0.3
F -0.5 0.4 -0.3
O 0.4 1.4 -0.1
C -0.1 -1.2 1.3
C 0.2 0.3 -0.8
F -0.1 -0.2 0.2
F -0.2 -0.2 0.3
F -0.1 0.2 -0.4
F 0.3 0.2 -0.4
H 0.1 0.1 -0.2
H 0.2 0.2 -0.2
H -0.1 -0.2 0.0
H -0.1 -0.1 0.2